Below is a cluster of 11 separate species, C44H83N5O18 in total, with properties calculated with ωB97M-V/def2-TZVPD.

```
150
Properties=species:S:1:pos:R:3:lowdin_charge:R:1
C 16.50 20.25 12.78 -0.069
C 17.80 20.32 13.64 -0.144
O 18.73 19.26 13.13 -0.012
C 19.51 19.55 12.07 -0.606
O 19.31 20.43 11.26 0.116
O 20.51 18.69 12.07 -0.044
C 21.47 18.89 11.00 0.004
H 16.31 19.23 12.38 0.085
H 16.53 20.92 11.90 0.074
H 15.71 20.67 13.42 0.071
H 17.59 20.11 14.69 0.089
H 18.29 21.39 13.52 0.158
H 22.28 19.55 11.34 0.106
H 20.90 19.33 10.20 0.088
H 21.80 17.88 10.82 0.082
C 19.02 14.32 20.98 -0.054
C 18.37 13.50 22.11 -0.229
O 19.26 13.19 23.15 0.069
C 19.55 14.24 23.86 -0.620
O 19.07 15.32 23.79 0.137
O 20.51 13.88 24.77 -0.016
C 21.06 14.90 25.60 -0.042
H 20.00 13.87 20.69 0.090
H 19.10 15.39 21.18 0.073
H 18.37 14.28 20.07 0.074
H 17.98 12.51 21.77 0.129
H 17.41 13.96 22.39 0.118
H 20.42 14.97 26.50 0.107
H 21.02 15.85 25.08 0.086
H 22.03 14.57 25.87 0.080
C 16.62 13.11 10.75 -0.059
C 15.39 13.43 11.52 -0.176
O 15.07 12.28 12.35 0.040
C 13.88 12.20 12.84 -0.629
O 12.89 12.83 12.54 0.112
O 13.77 11.34 13.83 0.003
C 14.73 10.45 14.33 -0.038
H 17.53 12.94 11.34 0.064
H 16.71 13.97 10.04 0.103
H 16.46 12.18 10.18 0.091
H 14.53 13.54 10.85 0.134
H 15.53 14.29 12.19 0.101
H 14.77 9.49 13.86 0.086
H 14.47 10.32 15.37 0.083
H 15.76 10.87 14.23 0.084
C 9.20 19.45 17.96 -0.042
C 9.97 18.45 17.07 -0.180
O 9.24 18.53 15.84 0.004
C 9.64 17.61 14.95 -0.530
O 10.53 16.78 15.10 0.092
O 9.04 17.62 13.74 -0.019
C 7.97 18.58 13.60 -0.051
H 8.18 19.12 17.99 0.070
H 9.31 20.44 17.55 0.075
H 9.58 19.41 18.99 0.085
H 9.97 17.42 17.47 0.137
H 10.95 18.79 16.90 0.101
H 7.32 18.28 12.82 0.062
H 8.40 19.62 13.24 0.136
H 7.40 18.70 14.57 0.113
C 16.53 13.87 16.42 -0.069
C 16.42 14.46 15.02 -0.191
O 15.12 15.05 14.78 0.009
C 14.95 15.96 13.79 -0.600
O 15.80 16.47 13.10 0.114
O 13.65 16.26 13.78 0.000
C 13.33 17.48 13.02 0.020
H 17.62 13.77 16.61 0.039
H 16.04 12.91 16.51 0.036
H 16.05 14.55 17.13 0.074
H 16.55 13.71 14.22 0.117
H 17.12 15.18 14.85 0.056
H 12.31 17.43 12.90 0.055
H 13.85 17.67 12.09 0.099
H 13.56 18.31 13.66 0.065
C 17.81 17.65 17.23 -0.050
C 16.63 18.44 16.67 -0.226
O 15.44 17.88 17.17 0.046
C 14.40 18.28 16.44 -0.557
O 14.46 19.08 15.50 0.086
O 13.21 17.79 16.72 0.019
C 12.99 16.70 17.56 -0.071
H 18.78 18.12 16.97 0.085
H 17.87 16.65 16.83 0.039
H 17.86 17.49 18.34 0.090
H 16.70 18.27 15.57 0.126
H 16.61 19.49 16.90 0.120
H 12.81 16.94 18.58 0.081
H 13.84 16.09 17.57 0.073
H 12.10 16.15 17.22 0.058
C 8.20 15.17 11.11 -0.089
C 9.71 15.49 11.00 -0.228
C 10.04 16.87 10.34 -0.187
C 9.74 17.05 8.91 -0.241
N 9.45 17.18 7.81 0.133
H 7.65 15.83 11.74 0.053
H 8.04 14.11 11.39 0.085
H 7.79 15.26 10.15 0.043
H 10.30 14.66 10.42 0.145
H 10.09 15.61 12.00 0.073
H 11.10 17.17 10.50 0.112
H 9.42 17.62 10.84 0.102
C 9.81 13.42 16.11 -0.107
C 10.66 13.32 14.84 -0.217
C 12.01 14.06 15.14 -0.187
C 12.89 13.34 16.00 -0.204
N 13.65 12.76 16.63 0.190
H 9.43 14.51 16.16 0.092
H 10.28 13.16 17.04 0.036
H 8.90 12.79 16.00 0.073
H 10.29 13.83 13.96 0.091
H 10.85 12.26 14.52 0.121
H 11.72 15.00 15.72 0.099
H 12.49 14.27 14.19 0.086
C 14.53 14.65 20.70 -0.102
C 14.00 13.27 20.83 -0.260
C 13.04 12.85 19.74 -0.207
C 11.98 13.81 19.46 -0.199
N 11.28 14.69 19.15 0.168
H 15.05 14.92 21.57 0.050
H 13.69 15.34 20.54 0.075
H 15.26 14.90 19.99 0.056
H 13.41 13.09 21.80 0.145
H 14.78 12.53 20.77 0.102
H 12.64 11.87 20.04 0.120
H 13.53 12.69 18.76 0.074
C 19.56 15.52 12.03 -0.079
C 20.94 15.43 12.70 -0.250
C 21.06 16.00 14.14 -0.158
C 20.19 15.26 15.05 -0.206
N 19.61 14.61 15.77 0.189
H 18.85 15.02 12.69 0.058
H 19.53 14.93 11.13 0.066
H 19.36 16.60 11.91 0.071
H 21.77 15.84 12.14 0.090
H 21.14 14.30 12.75 0.121
H 20.70 17.06 14.24 0.127
H 22.11 15.90 14.39 0.115
C 19.13 10.15 16.00 -0.083
C 18.85 11.15 14.87 -0.255
C 19.64 10.86 13.61 -0.183
C 19.05 9.79 12.77 -0.236
N 18.45 8.98 12.22 0.142
H 18.69 9.18 15.73 0.080
H 18.62 10.45 16.91 0.068
H 20.20 10.02 16.19 0.079
H 18.97 12.15 15.25 0.069
H 17.86 11.13 14.56 0.054
H 20.66 10.44 13.76 0.120
H 19.84 11.74 12.96 0.111
```

Results
orbital gap: 10.733 eV
total charge: 0
lowest unoccupied orbital energy: 0.3806 eV


Below is an isolated molecule of C8H10O, with properties calculated with ωB97M-V/def2-TZVPD.

```
19
Properties=species:S:1:pos:R:3:lowdin_charge:R:1
C 1.87 -1.50 0.72 -0.029
C 0.44 -1.18 0.66 -0.217
C -0.75 -1.38 0.18 0.022
C -0.64 -0.31 1.23 -0.225
C -0.74 1.17 0.87 -0.182
C -1.17 1.43 -0.58 -0.199
C -0.07 1.20 -1.59 -0.096
C 0.35 0.06 -2.04 -0.231
O 0.75 -0.92 -2.53 0.156
H 2.42 -0.74 1.27 0.081
H 2.27 -1.58 -0.29 0.076
H 2.01 -2.47 1.21 0.086
H -1.40 -1.89 -0.48 0.101
H -1.01 -0.53 2.23 0.110
H 0.21 1.67 1.07 0.112
H -1.49 1.63 1.52 0.103
H -1.48 2.47 -0.68 0.106
H -2.03 0.80 -0.81 0.112
H 0.47 2.06 -1.95 0.115
```

Results
orbital gap: 9.422 eV
energy above the lowest of the compared OMol25 structures with the same formula, charge and spin: 3.388 eV
total charge: 0
lowest unoccupied orbital energy: 0.9181 eV


Below is an isolated molecule of C2F2INO2, with properties calculated with ωB97M-V/def2-TZVPD.

```
8
Properties=species:S:1:pos:R:3:lowdin_charge:R:1
O 2.38 -0.22 -0.70 0.152
N 1.58 0.30 -0.01 0.067
C 0.35 0.81 -0.10 -0.455
O -0.03 1.90 0.14 0.095
C -0.65 -0.49 0.12 -0.860
F -0.42 -0.99 1.35 0.041
F -0.50 -1.50 -0.72 0.042
I -2.71 0.19 -0.09 0.918
```

Results
orbital gap (alpha / beta): 8.091 / 8.101 eV
energy above the lowest of the compared OMol25 structures with the same formula, charge and spin: 3.975 eV
total charge: 0
lowest unoccupied orbital energy (alpha / beta): -1.9914 / -1.9903 eV


Below is a cluster of 2 separate species, C5H8FN2 in total, with properties calculated with ωB97M-V/def2-TZVPD.

```
16
Properties=species:S:1:pos:R:3:lowdin_charge:R:1
C -2.21 0.24 0.78 0.004
C -1.47 0.10 -0.38 0.003
C -0.13 1.00 1.08 -0.005
C 0.71 0.35 -1.17 0.010
C 1.92 -1.47 -0.62 -0.012
N -1.33 0.78 1.63 0.094
N -0.20 0.59 -0.19 -0.105
F 2.54 -1.28 0.53 0.004
H -3.14 -0.04 0.98 0.099
H -1.74 -0.23 -1.40 0.158
H 0.75 1.45 1.63 0.194
H 1.54 0.92 -1.15 0.057
H 0.46 -0.06 -2.14 0.112
H 1.20 -2.28 -0.65 0.094
H 2.62 -1.30 -1.45 0.096
H -1.52 1.24 2.53 0.196
```

Results
orbital gap: 8.837 eV
energy above the lowest of the compared OMol25 structures with the same formula, charge and spin: 2.682 eV
total charge: +1
lowest unoccupied orbital energy: -3.9678 eV


Below is a cluster of 2 separate species, C3H11N4O in total, with properties calculated with ωB97M-V/def2-TZVPD.

```
19
Properties=species:S:1:pos:R:3:lowdin_charge:R:1
N 2.25 1.81 0.92 0.152
C 0.92 1.49 0.88 -0.587
N 0.18 2.18 -0.06 0.129
N 0.33 0.62 1.61 0.070
H 2.84 1.20 1.47 0.110
H 2.69 2.08 0.06 0.110
H 0.59 3.07 -0.33 0.107
H -0.78 2.30 0.22 0.107
H 0.97 0.24 2.31 0.076
O -2.22 -2.71 -1.60 0.100
C -1.28 -2.06 -1.93 -0.222
C -0.47 -1.26 -0.93 -0.115
N -1.18 -1.25 0.38 0.155
H -0.91 -2.01 -2.97 0.140
H 0.48 -1.77 -0.81 0.142
H -0.34 -0.24 -1.28 0.119
H -0.70 -0.54 1.04 0.077
H -2.15 -0.97 0.23 0.164
H -1.22 -2.19 0.78 0.166
```

Results
orbital gap: 10.550 eV
energy above the lowest of the compared OMol25 structures with the same formula, charge and spin: 1.466 eV
total charge: +1
lowest unoccupied orbital energy: -3.0187 eV


Below is a structure of composition C49H36MgNO11P2S2, with properties calculated with ωB97M-V/def2-TZVPD.

```
102
Properties=species:S:1:pos:R:3:lowdin_charge:R:1
Mg 0.46 3.34 -0.37 0.702
O -0.48 2.09 -4.38 0.081
C -0.38 2.55 -3.12 -0.438
O 0.68 2.94 -2.55 0.006
C -1.62 2.28 -2.40 -0.221
C -2.71 1.54 -2.89 -0.036
C -3.81 1.28 -2.05 -0.094
C -3.91 1.84 -0.69 -0.154
C -2.50 2.32 -0.20 -0.063
N -1.58 2.56 -1.06 0.099
C -1.88 2.53 1.25 -0.466
O -2.51 2.34 2.30 0.058
O -0.69 2.97 1.19 -0.025
H 0.37 2.28 -4.88 0.154
H -2.72 1.13 -3.89 0.097
H -4.63 0.61 -2.38 0.101
H -4.62 2.70 -0.81 0.143
O 2.22 2.67 2.13 -0.312
S 3.13 2.95 1.02 0.508
O 4.45 2.35 0.99 -0.326
O 2.46 2.93 -0.32 -0.382
C 3.42 4.73 1.31 -0.194
C 4.66 5.03 1.86 -0.082
C 4.73 6.07 2.83 -0.101
C 3.62 6.84 3.08 -0.095
C 2.46 6.72 2.29 -0.101
C 2.41 5.76 1.29 -0.176
S 0.88 6.26 0.38 0.540
O 0.96 7.56 -0.30 -0.319
O -0.10 6.05 1.46 -0.323
O 0.84 5.23 -0.70 -0.393
H 5.59 4.57 1.48 0.120
H 5.69 6.24 3.39 0.110
H 3.62 7.61 3.85 0.094
H 1.66 7.42 2.38 0.094
O -0.56 -2.74 -0.23 -0.106
C 0.62 -3.57 -0.24 -0.217
C 0.75 -4.71 0.56 -0.023
C 1.80 -5.60 0.27 -0.089
C 2.74 -5.24 -0.67 -0.105
C 2.68 -3.99 -1.28 -0.096
C 1.62 -3.09 -1.12 -0.295
P 1.38 -1.41 -1.70 1.129
C 0.82 -1.80 -3.37 -0.379
C 1.66 -2.44 -4.28 -0.093
C 1.16 -3.01 -5.43 -0.095
C -0.15 -2.77 -5.79 -0.102
C -1.03 -2.17 -4.86 -0.071
C -0.51 -1.66 -3.66 -0.097
C 3.07 -0.91 -1.97 -0.375
C 3.38 -0.16 -3.12 -0.112
C 4.69 0.17 -3.39 -0.078
C 5.72 -0.28 -2.54 -0.094
C 5.43 -1.11 -1.49 -0.104
C 4.13 -1.42 -1.18 -0.104
C -1.71 -3.38 0.35 -0.249
C -2.19 -4.59 -0.17 -0.008
C -3.39 -5.17 0.36 -0.071
C -4.15 -4.42 1.26 -0.086
C -3.67 -3.16 1.72 -0.092
C -2.42 -2.62 1.32 -0.316
P -1.73 -1.04 1.81 1.146
C -3.26 -0.13 1.79 -0.358
C -3.71 0.87 2.70 -0.040
C -5.04 1.41 2.53 -0.037
C -5.53 1.47 1.28 -0.015
C -4.82 0.79 0.20 -0.266
C -3.94 -0.27 0.59 -0.034
C -1.13 -1.35 3.52 -0.367
C -0.03 -0.66 3.99 -0.083
C 0.16 -0.63 5.33 -0.096
C -0.61 -1.38 6.21 -0.092
C -1.62 -2.17 5.71 -0.073
C -1.91 -2.14 4.32 -0.093
H 0.09 -4.87 1.39 0.110
H 1.88 -6.57 0.78 0.108
H 3.52 -6.01 -0.96 0.116
H 3.47 -3.68 -2.00 0.114
H 2.71 -2.57 -4.05 0.104
H 1.74 -3.66 -6.07 0.100
H -0.53 -3.05 -6.78 0.102
H -2.10 -2.06 -5.14 0.106
H -1.16 -1.15 -2.98 0.090
H 2.62 0.21 -3.83 0.118
H 4.89 0.80 -4.27 0.105
H 6.75 0.02 -2.73 0.099
H 6.28 -1.39 -0.82 0.119
H 3.91 -2.12 -0.35 0.113
H -1.66 -5.19 -0.92 0.123
H -3.71 -6.17 -0.02 0.113
H -5.17 -4.70 1.53 0.095
H -4.30 -2.56 2.37 0.101
H -3.31 0.84 3.74 0.147
H -5.54 1.82 3.41 0.115
H -6.45 2.01 1.05 0.128
H -5.53 0.44 -0.58 0.143
H -3.71 -1.07 -0.15 0.147
H 0.68 -0.19 3.27 0.130
H 0.98 -0.05 5.80 0.124
H -0.36 -1.31 7.25 0.096
H -2.18 -2.81 6.36 0.092
H -2.68 -2.75 3.89 0.077
```

Results
orbital gap: 5.169 eV
energy above the lowest of the compared OMol25 structures with the same formula, charge and spin: 5.737 eV
total charge: -1
lowest unoccupied orbital energy: 0.7598 eV


Below is a structure of composition C23H18Br4ClF12I2KLi2N2NaO15S2, with properties calculated with ωB97M-V/def2-TZVPD.

```
83
Properties=species:S:1:pos:R:3:lowdin_charge:R:1
C -2.70 5.44 3.55 -0.120
C -3.37 4.71 2.34 -0.721
I -1.95 4.72 0.71 1.184
C -3.89 3.28 2.72 -0.682
I -5.95 3.09 2.09 0.890
C -2.90 2.23 2.19 -0.253
C -1.83 2.04 2.96 0.058
C -0.81 1.07 2.52 -0.314
O -0.20 0.33 3.25 0.165
C -0.56 1.02 1.03 0.156
C -1.58 1.21 0.20 -0.069
C -1.31 1.17 -1.24 -0.193
O -0.17 1.11 -1.65 -0.009
C -2.44 1.20 -2.33 -0.302
F -3.42 0.27 -2.11 -0.077
F -1.86 0.85 -3.53 0.049
C -3.07 2.56 -2.55 -0.357
F -4.22 2.36 -3.40 -0.025
F -3.48 3.08 -1.45 -0.015
C -2.16 3.58 -3.31 -0.352
F -0.87 3.26 -3.19 0.155
F -2.47 3.53 -4.62 0.159
C -2.34 5.06 -2.85 -0.444
O -1.36 5.71 -2.59 0.174
O -3.60 5.54 -2.82 0.117
C -2.96 1.42 0.91 -0.307
O -3.92 0.86 0.46 0.087
H -1.64 5.55 3.36 0.046
H -2.87 4.89 4.47 0.076
H -3.12 6.44 3.58 0.082
H -4.21 5.29 2.00 0.024
H -3.92 3.24 3.80 0.068
H -1.70 2.58 3.89 0.132
H 0.46 0.85 0.70 0.148
H -3.85 5.64 -1.89 0.108
C 3.64 0.72 -2.32 -0.092
C 4.29 1.63 -1.40 -0.226
N 4.80 2.35 -0.67 0.270
H 3.95 0.93 -3.35 0.112
H 3.93 -0.30 -2.06 0.019
H 2.55 0.84 -2.24 0.054
Na -6.41 1.37 -3.49 0.571
O 4.22 3.45 2.52 -0.413
Cl 3.77 4.72 1.99 0.599
O 3.65 5.68 3.05 -0.364
O 2.46 4.54 1.37 -0.449
O 4.70 5.20 1.00 -0.390
Li 0.35 0.21 -3.20 0.694
Br -6.15 3.34 -1.13 -0.189
K -4.16 -1.03 -3.74 1.002
O -0.13 3.57 5.71 0.117
C -0.08 2.62 6.43 -0.493
O -1.18 2.00 6.93 0.014
C -0.79 0.96 7.84 -0.151
C 0.64 0.60 7.44 -0.151
C 1.17 1.94 6.94 -0.062
H -0.85 1.34 8.86 0.128
H -1.47 0.12 7.74 0.123
H 1.22 0.17 8.25 0.118
H 0.62 -0.12 6.62 0.114
H 1.59 2.54 7.74 0.137
H 1.90 1.82 6.14 0.131
C 0.06 -4.50 -4.37 -1.604
Br -0.32 -5.03 -6.16 0.706
Br -0.31 -2.58 -4.08 0.484
Br -0.83 -5.56 -3.07 0.703
H 1.12 -4.62 -4.21 -0.027
C 4.05 -10.26 -5.86 -0.692
F 3.58 -10.63 -7.05 0.142
F 4.19 -11.36 -5.12 0.139
F 5.26 -9.74 -6.04 0.131
S 2.91 -9.06 -5.07 0.573
O 1.67 -9.76 -4.91 -0.282
O 2.88 -7.93 -5.95 -0.310
N 3.76 -8.85 -3.73 -0.288
S 3.15 -7.83 -2.71 0.556
O 1.93 -8.24 -2.05 -0.301
O 3.18 -6.44 -3.12 -0.353
C 4.44 -7.96 -1.42 -0.691
F 5.64 -7.61 -1.89 0.131
F 4.55 -9.21 -0.96 0.147
F 4.16 -7.16 -0.38 0.120
Li 3.00 -1.61 -2.09 0.857
```

Results
orbital gap: 2.524 eV
total charge: +1
lowest unoccupied orbital energy: -6.8215 eV


Below is a cluster of 2 separate species, C4H13NOS in total, with properties calculated with ωB97M-V/def2-TZVPD.

```
20
Properties=species:S:1:pos:R:3:lowdin_charge:R:1
C 0.63 -2.03 0.58 -0.327
S -0.55 -0.62 1.02 0.754
C -0.40 0.62 -0.32 -0.494
C 1.05 1.11 -0.27 -0.291
C 2.01 0.54 -1.34 -0.291
N 3.07 1.51 -1.62 -0.019
H -0.21 -2.67 0.27 0.011
H 0.95 -2.37 1.55 0.020
H 1.43 -1.81 -0.06 -0.009
H -1.22 1.32 -0.06 0.067
H -0.72 0.18 -1.28 0.076
H 1.47 0.91 0.73 0.093
H 1.13 2.18 -0.50 0.096
H 2.32 -0.54 -1.14 0.101
H 1.48 0.27 -2.28 0.105
H 2.96 2.51 -1.52 0.054
H 3.91 1.38 -1.09 0.053
O -6.49 -0.97 2.10 -0.061
H -6.03 -1.40 2.82 0.027
H -6.79 -0.10 2.38 0.034
```

Results
orbital gap: 9.000 eV
energy above the lowest of the compared OMol25 structures with the same formula, charge and spin: 1.794 eV
total charge: 0
lowest unoccupied orbital energy: 0.7843 eV


Below is a structure of composition C4H7NO3, with properties calculated with ωB97M-V/def2-TZVPD.

```
15
Properties=species:S:1:pos:R:3:lowdin_charge:R:1
C -0.05 -1.86 0.78 -0.094
C -0.06 -0.94 -0.39 -0.313
C -1.07 0.32 -0.62 -0.165
C 0.13 1.12 0.10 -0.430
H 0.98 -2.06 1.11 0.048
H -0.93 -1.81 1.91 0.193
H -0.46 -2.82 0.09 0.124
H -0.05 -1.58 -1.43 0.171
H -1.03 0.54 -1.66 0.125
H -2.75 0.57 0.68 0.212
H 2.76 -0.40 -1.13 0.255
N 1.00 0.17 -0.40 -0.089
O -2.38 -0.14 -0.13 -0.116
O 0.12 2.14 0.65 0.154
O 2.36 -0.19 -0.02 -0.075
```

Results
orbital gap: 10.088 eV
energy above the lowest of the compared OMol25 structures with the same formula, charge and spin: 8.066 eV
total charge: 0
lowest unoccupied orbital energy: 0.1656 eV